Record 1
Density functional theory data (ωB97M-V/def2-TZVPD) for a cluster of 4 separate species, C2H12O4 in total in a non-equilibrium geometry.

```
18
Properties=species:S:1:pos:R:3:forces:R:3
C 1.040 -1.418 -2.216 -0.32 -0.60 -0.17
C 2.209 -0.913 -1.406 0.31 0.18 1.00
O 1.841 -0.101 -0.294 -0.65 0.30 -0.15
H 0.905 -0.887 -3.156 0.00 0.04 -0.01
H 1.176 -2.479 -2.427 0.07 0.02 -0.30
H 0.094 -1.388 -1.668 0.13 0.23 0.16
H 2.909 -0.340 -2.009 0.19 -0.16 -0.31
H 2.735 -1.717 -0.898 0.22 -0.32 -0.47
H 1.077 0.408 -0.586 -0.03 0.30 0.32
O -1.409 0.598 0.400 -1.04 -0.59 -0.74
H -2.235 0.886 -0.026 0.42 0.67 0.20
H -1.520 -0.345 0.200 0.63 -0.08 0.45
O -2.569 3.160 1.804 -0.06 0.14 -0.10
H -3.092 3.510 2.535 0.06 -0.21 -0.10
H -2.693 2.205 1.801 0.04 0.05 0.25
O -0.360 -0.503 2.964 0.06 -0.12 -0.02
H -0.603 0.167 2.314 0.08 -0.01 -0.02
H 0.493 -0.843 2.667 -0.10 0.14 0.00
```
Forces are in eV/Å.

Calculated values
- Energy: -10458.140 eV
- SMILES: CCO.O.O.O
- Relative energy (zero: lowest compared OMol25 entry of this formula, charge and spin): 19.71 kcal/mol
- E_LUMO: 0.327 eV
- E_HOMO: -0.37889 hartree
- Orbital gap: 10.6 eV

---

Record 2
Density functional theory data (ωB97M-V/def2-TZVPD) for a cluster of 5 separate species, C2H12O5 in total.

```
19
Properties=species:S:1:pos:R:3:forces:R:3
C 2.827 2.326 2.192 0.36 -0.44 -0.51
C 2.640 1.348 1.323 -0.75 0.00 -0.51
O 1.421 0.697 1.194 -0.31 0.18 0.21
H 3.836 2.715 2.228 -0.16 0.27 0.30
H 2.018 2.713 2.792 0.14 -0.01 0.16
H 3.372 0.988 0.609 0.27 0.06 0.25
H 1.116 0.679 0.278 0.44 -0.06 -0.04
O -1.803 -4.222 -0.591 -0.16 0.04 0.07
H -0.921 -3.876 -0.755 -0.07 0.00 -0.04
H -2.385 -3.444 -0.639 0.26 -0.16 -0.06
O 0.205 0.575 -3.712 -0.12 0.23 0.18
H 0.064 1.504 -3.489 0.08 -0.13 -0.10
H -0.647 0.164 -3.528 0.03 -0.11 -0.03
O -2.629 -1.525 -0.759 -0.07 -0.38 -0.38
H -3.206 -0.793 -1.006 0.39 -0.05 0.31
H -1.915 -1.208 -0.184 -0.52 0.50 0.00
O -1.409 0.166 1.073 0.22 0.50 0.35
H -2.026 0.755 1.522 -0.19 -0.20 -0.15
H -0.559 0.436 1.452 0.16 -0.22 -0.01
```
Forces are in eV/Å.

Calculated values
- Energy: -12505.226 eV
- SMILES: C=CO.O.O.O.O
- Relative energy (zero: lowest compared OMol25 entry of this formula, charge and spin): 22.05 kcal/mol
- E_LUMO: 0.117 eV
- E_HOMO: -0.36816 hartree
- Orbital gap: 10.1 eV

---

Record 3
Density functional theory data (ωB97M-V/def2-TZVPD) for a structure of composition C2H13BrCdO5 in a non-equilibrium geometry.

```
22
Properties=species:S:1:pos:R:3:forces:R:3
Cd 0.119 1.283 0.007 -1.14 0.09 0.01
Br 0.903 3.876 0.404 -0.14 -0.27 -0.15
C -0.187 -3.166 -0.662 0.22 -0.61 -0.77
C -0.103 -1.995 0.288 -0.56 0.10 0.60
O -0.499 -0.821 -0.314 0.03 0.63 -0.11
H 0.182 -4.115 -0.257 0.10 0.15 0.24
H 0.368 -2.982 -1.590 0.03 0.11 0.13
H -1.219 -3.361 -0.965 -0.05 0.24 0.08
H 0.889 -1.936 0.777 0.28 -0.06 -0.27
H -0.764 -2.277 1.136 -0.01 0.20 0.05
O -0.930 1.864 -1.812 -0.74 0.18 -1.70
H -1.605 2.538 -1.958 0.22 0.04 0.22
H -1.013 1.243 -2.551 0.00 -0.06 0.32
O -1.796 1.730 1.016 -1.62 0.14 0.89
H -2.367 0.996 1.291 0.23 0.04 -0.24
H -2.177 2.530 1.403 0.33 -0.03 -0.13
O 0.807 0.786 1.981 1.15 -0.76 1.81
H 0.632 0.807 2.930 -0.18 0.16 -0.18
H 1.712 0.453 1.903 -0.14 0.08 0.13
O 1.994 0.873 -0.847 2.47 -0.39 -1.17
H 2.632 0.153 -0.747 -0.33 -0.06 -0.09
H 2.420 1.520 -1.431 -0.16 0.08 0.34
```
Forces are in eV/Å.

Calculated values
- Energy: -87129.274 eV
- Relative energy (zero: lowest compared OMol25 entry of this formula, charge and spin): 14.16 kcal/mol
- E_LUMO: -0.092 eV
- E_HOMO: -0.28203 hartree
- Orbital gap: 7.6 eV

---

Record 4
Density functional theory data (ωB97M-V/def2-TZVPD) for a cluster of 3 separate species, C2H13N2O2 in total in a non-equilibrium geometry.

```
19
Properties=species:S:1:pos:R:3:forces:R:3
N 0.367 -1.213 -1.625 0.97 2.24 -0.01
C 0.074 -0.703 -0.242 0.06 -0.90 0.64
C 0.538 0.767 -0.077 0.04 1.58 -1.90
N 1.476 1.093 -1.184 0.10 -0.72 -0.84
H 1.236 -0.545 -1.786 -0.11 -1.15 -0.33
H 0.323 -2.220 -1.718 0.81 -0.14 0.11
H -0.253 -0.817 -2.339 -0.61 0.14 0.20
H -0.980 -0.906 -0.149 -0.37 0.51 0.80
H 0.633 -1.323 0.472 -0.25 -0.08 -0.38
H -0.291 1.446 -0.284 -0.32 -0.28 0.23
H 0.915 1.133 0.876 0.09 -0.95 0.24
H 1.088 1.718 -1.871 -0.28 0.05 0.04
H 2.458 1.335 -1.127 -0.18 -0.23 1.07
H -1.252 -1.358 6.638 0.45 0.63 -0.05
H -0.345 -0.081 6.953 0.58 0.74 -1.02
O -0.865 -0.774 7.305 -1.04 -1.37 1.08
H -1.566 0.961 -4.019 0.21 -0.04 -0.64
H -2.112 0.959 -2.647 -0.46 0.09 0.55
O -1.445 0.528 -3.175 0.30 -0.11 0.19
```
Forces are in eV/Å.

Calculated values
- Energy: -9353.275 eV
- Total charge: +1
- Relative energy (zero: lowest compared OMol25 entry of this formula, charge and spin): 31.34 kcal/mol
- E_LUMO: -3.109 eV
- E_HOMO: -0.48680 hartree
- Orbital gap: 10.1 eV

---

Record 5
Density functional theory data (ωB97M-V/def2-TZVPD) for a cluster of 3 separate species, C2H13N2O2 in total in a non-equilibrium geometry.

```
19
Properties=species:S:1:pos:R:3:forces:R:3
C -0.804 1.202 -1.217 -2.15 -1.04 -1.27
N 0.279 0.615 -1.969 0.78 0.71 0.47
C -0.418 1.538 0.211 -0.71 1.70 -1.07
N 0.450 0.462 0.728 -0.47 0.96 1.90
H -1.700 0.547 -1.269 0.74 -0.50 0.69
H -1.331 1.983 -1.779 0.85 0.86 0.48
H 0.147 -0.314 -2.317 -0.21 -0.05 -0.26
H 0.708 1.245 -2.637 -0.15 -0.37 0.02
H -1.271 1.805 0.840 -0.16 -1.12 0.17
H 0.046 2.532 0.229 1.02 -0.59 -0.08
H 0.868 0.837 1.583 0.84 -0.09 -0.40
H -0.091 -0.299 1.142 -0.54 -0.62 -0.63
H 1.122 0.100 0.028 -0.30 0.07 0.04
H -1.333 -2.351 2.080 -0.55 0.55 0.77
H -2.096 -1.030 2.676 -0.06 -0.31 1.21
O -1.828 -1.532 1.923 0.85 -0.10 -1.99
H 2.079 -2.551 -0.332 0.27 -0.53 -0.26
H 2.895 -1.209 -0.349 -0.48 -0.80 0.06
O 2.050 -1.631 -0.094 0.43 1.27 0.16
```
Forces are in eV/Å.

Calculated values
- Energy: -9353.701 eV
- Total charge: +1
- Relative energy (zero: lowest compared OMol25 entry of this formula, charge and spin): 21.52 kcal/mol
- E_LUMO: -3.042 eV
- E_HOMO: -0.49799 hartree
- Orbital gap: 10.5 eV

---

Record 6
Density functional theory data (ωB97M-V/def2-TZVPD) for a cluster of 3 separate species, C2H13N2O2 in total in a non-equilibrium geometry.

```
19
Properties=species:S:1:pos:R:3:forces:R:3
N 0.093 -0.352 1.220 0.15 0.42 -0.89
C -0.795 -0.908 0.133 0.21 -0.87 0.31
C -0.687 -0.090 -1.142 -0.20 0.32 0.57
N -1.562 -0.593 -2.164 -0.05 1.29 -0.69
H -0.313 0.534 1.539 0.01 -0.09 0.40
H 0.998 -0.047 0.826 0.24 -0.35 -0.13
H 0.301 -1.026 1.952 -0.28 0.17 0.26
H -1.787 -1.007 0.573 -0.14 0.42 -0.26
H -0.490 -1.937 -0.077 0.25 0.10 0.12
H 0.360 -0.068 -1.459 0.05 -0.24 -0.06
H -0.921 0.950 -0.898 -0.18 -0.01 -0.15
H -2.324 0.030 -2.388 0.14 0.14 0.00
H -1.962 -1.486 -2.049 -0.08 -1.25 0.38
H -0.019 2.952 2.017 0.11 -0.08 0.03
H 0.007 3.138 0.526 0.05 -0.10 -0.21
O 0.146 2.463 1.200 -0.22 0.19 0.30
H 3.612 -0.377 0.102 0.11 0.10 -0.01
H 2.656 -1.562 0.082 0.21 -0.73 -0.10
O 2.686 -0.615 0.007 -0.37 0.57 0.14
```
Forces are in eV/Å.

Calculated values
- Energy: -9354.011 eV
- Total charge: +1
- Relative energy (zero: lowest compared OMol25 entry of this formula, charge and spin): 14.35 kcal/mol
- E_LUMO: -3.148 eV
- E_HOMO: -0.47272 hartree
- Orbital gap: 9.7 eV

---

Record 7
Density functional theory data (ωB97M-V/def2-TZVPD) for a cluster of 4 separate species, C2H13N2O3 in total in a non-equilibrium geometry.

```
20
Properties=species:S:1:pos:R:3:forces:R:3
C 0.513 0.797 0.855 -0.07 -0.04 -1.30
C 0.518 1.826 -0.019 2.40 -0.75 2.20
N 1.174 2.950 0.425 -0.58 1.39 -1.35
N 0.179 -0.590 0.480 -1.04 0.99 0.74
H 0.773 0.824 1.890 0.17 0.41 0.36
H 0.402 1.684 -1.078 -0.44 0.19 -0.13
H 1.149 3.800 -0.126 -0.19 -0.36 -0.06
H 1.302 3.173 1.391 -0.10 -0.46 0.41
H -0.786 -0.631 0.848 0.49 -1.32 -0.15
H 0.860 -1.254 0.878 -0.66 -0.14 0.07
H 0.046 -0.744 -0.509 0.17 0.11 -0.50
H 0.378 -3.389 2.768 1.09 0.49 -1.10
H 1.654 -3.848 2.036 0.14 -0.04 -0.05
O 1.044 -3.106 2.081 -1.25 -0.25 1.03
H -2.906 -1.589 -0.525 -0.21 -0.09 -0.25
H -2.193 -0.759 -1.649 -0.20 -0.01 0.27
O -2.323 -0.846 -0.693 0.32 0.11 0.02
H -0.235 -0.093 -3.291 -0.09 0.41 0.05
H -1.001 1.247 -3.132 0.21 -0.38 0.16
O -0.548 0.547 -2.631 -0.18 -0.25 -0.43
```
Forces are in eV/Å.

Calculated values
- Energy: -11401.019 eV
- Total charge: +1
- Relative energy (zero: lowest compared OMol25 entry of this formula, charge and spin): 30.55 kcal/mol
- E_LUMO: -2.807 eV
- E_HOMO: -0.44147 hartree
- Orbital gap: 9.2 eV

---

Record 8
Density functional theory data (ωB97M-V/def2-TZVPD) for a cluster of 4 separate species, C2H13N3O3 in total in a non-equilibrium geometry.

```
21
Properties=species:S:1:pos:R:3:forces:R:3
H -1.535 -0.646 -1.559 0.12 0.68 -0.30
N -1.104 -0.424 -0.667 -0.72 -1.09 0.16
C 0.003 -1.067 -0.589 1.00 0.17 0.33
N 0.844 -1.311 -1.698 -0.91 -0.87 -0.41
N 0.585 -1.433 0.598 -0.77 0.92 -0.28
C 0.030 -0.834 1.825 0.42 -0.96 0.02
H 1.160 -2.278 -1.756 0.25 0.22 0.30
H 0.315 -1.145 -2.549 0.24 0.24 0.04
H 1.590 -1.492 0.554 0.09 0.15 0.06
H -0.529 -1.596 2.366 -0.06 0.07 0.13
H 0.865 -0.515 2.439 0.03 0.12 0.15
H -0.629 -0.004 1.626 0.00 0.23 -0.19
O 0.233 2.180 -0.617 -0.03 -0.17 0.16
H -0.725 2.087 -0.471 0.42 0.14 -0.14
H 0.400 2.975 -1.129 -0.29 0.07 0.03
O -2.817 1.285 0.840 -0.39 0.03 0.03
H -2.429 0.533 0.355 0.21 -0.08 -0.01
H -3.761 1.093 0.927 0.34 0.08 -0.03
O 2.828 0.655 -0.192 0.27 -0.25 0.10
H 2.676 1.423 0.365 -0.20 0.03 -0.08
H 2.001 0.512 -0.668 -0.01 0.26 -0.05
```
Forces are in eV/Å.

Calculated values
- Energy: -12898.135 eV
- SMILES: [H]/N=C(\N)NC.O.O.O
- Relative energy (zero: lowest compared OMol25 entry of this formula, charge and spin): 1.61 kcal/mol
- E_LUMO: 0.678 eV
- E_HOMO: -0.34105 hartree
- Orbital gap: 10.0 eV

---

Record 9
Density functional theory data (ωB97M-V/def2-TZVPD) for a cluster of 4 separate species, C2H13NO3 in total in a non-equilibrium geometry.

```
19
Properties=species:S:1:pos:R:3:forces:R:3
C -1.684 1.660 2.139 -1.65 -2.41 -0.21
C -0.826 1.937 0.923 1.35 1.06 -2.39
N 0.652 1.874 1.051 -1.05 6.42 -1.67
H -1.769 0.525 2.410 0.42 1.89 -0.52
H -1.343 2.168 3.018 0.43 0.39 0.45
H -2.757 1.967 1.993 1.01 -0.16 -0.11
H -0.947 1.308 -0.037 -0.89 0.73 1.71
H -0.937 3.011 0.591 -0.56 -1.15 0.21
H 1.032 2.773 1.515 -0.86 -2.11 -0.92
H 0.912 1.167 1.568 1.82 -4.68 3.46
O -1.169 -1.030 -2.103 -1.40 -0.94 -1.00
H -1.470 -0.513 -1.388 -0.72 0.91 1.15
H -0.229 -0.949 -2.079 1.17 -0.02 -0.16
O 1.368 -0.947 -2.064 2.93 -0.33 2.24
H 1.917 -1.124 -1.220 -1.77 0.26 -1.82
H 2.095 -0.963 -2.694 -0.25 0.11 -0.61
O 1.313 -2.924 0.340 -0.26 3.28 1.36
H 1.536 -1.959 0.654 -0.29 -2.80 -0.74
H 0.358 -2.903 0.563 0.57 -0.45 -0.43
```
Forces are in eV/Å.

Calculated values
- Energy: -9916.034 eV
- SMILES: CCN.O.O.O
- Relative energy (zero: lowest compared OMol25 entry of this formula, charge and spin): 50.21 kcal/mol
- E_LUMO: 0.205 eV
- E_HOMO: -0.35566 hartree
- Orbital gap: 9.9 eV

---

Record 10
Density functional theory data (ωB97M-V/def2-TZVPD) for a cluster of 4 separate species, C2H13NO3S2 in total in a non-equilibrium geometry.

```
21
Properties=species:S:1:pos:R:3:forces:R:3
N 0.440 -1.267 -2.299 -0.40 0.28 0.91
C 1.391 -1.540 -1.229 -0.26 0.48 -1.96
C 0.658 -1.331 0.060 -0.16 -2.19 0.83
S 1.733 -1.213 1.527 -0.38 1.40 0.29
S 2.929 0.502 1.401 -0.48 -1.34 -1.48
H 0.557 -1.732 -3.183 0.30 0.15 0.03
H 0.210 -0.282 -2.348 -0.03 -0.23 -0.41
H 1.619 -2.607 -1.317 0.57 0.36 0.18
H 2.282 -0.896 -1.328 0.14 -0.37 0.27
H -0.214 -0.683 0.152 0.61 1.12 -0.26
H 0.113 -2.293 0.205 0.53 0.20 0.52
H 2.303 1.211 2.321 -0.29 0.00 1.01
H -5.214 -0.893 -0.195 0.47 0.07 -0.31
H -3.867 -0.441 -0.905 0.00 -0.51 -0.01
O -4.665 -0.145 -0.468 -0.37 0.49 0.32
H -1.734 0.926 0.567 0.38 -0.60 -0.70
H -1.970 1.539 -0.712 0.24 -0.13 -0.68
O -1.476 0.770 -0.375 -0.92 1.05 1.42
H -3.356 4.423 -1.797 -0.37 -0.27 -0.20
H -4.230 3.155 -1.414 -0.28 0.13 -0.47
O -3.592 3.797 -1.107 0.70 -0.05 0.70
```
Forces are in eV/Å.

Calculated values
- 2S+1: 2
- Energy: -31578.693 eV
- Total charge: +1
- Relative energy (zero: lowest compared OMol25 entry of this formula, charge and spin): 4.11 kcal/mol
- E_LUMO (spin up / spin down): -4.780 / -8.577 eV
- Expectation value of S²: 0.7542
- E_HOMO (spin up / spin down): -0.47694 / -0.47226 hartree
- Orbital gap (spin up / spin down): 8.2 / 4.3 eV

---

Record 11
Density functional theory data (ωB97M-V/def2-TZVPD) for a cluster of 5 separate species, C2H13NO4 in total in a non-equilibrium geometry.

```
20
Properties=species:S:1:pos:R:3:forces:R:3
C 0.182 -1.312 1.437 -0.38 0.69 -0.34
C 0.263 0.026 1.537 0.26 -0.93 0.18
N -0.759 0.924 1.196 0.45 0.13 0.55
H -0.772 -1.820 1.358 0.04 -0.01 -0.57
H 1.096 -1.867 1.311 0.10 -0.35 0.81
H 1.201 0.405 1.936 -0.01 0.47 -0.44
H -0.444 1.871 1.393 -0.28 -0.20 -0.26
H -0.944 0.819 0.201 -0.09 0.25 0.32
O -3.660 0.695 -0.017 0.01 0.13 0.07
H -3.289 1.466 0.424 0.07 0.16 -0.16
H -3.675 0.071 0.712 -0.04 -0.34 -0.01
O 2.942 0.902 0.099 0.52 0.85 -0.04
H 3.630 0.900 -0.579 -0.21 -0.10 0.15
H 2.566 0.031 0.087 -0.33 -0.75 -0.23
O 1.503 -1.562 -1.875 0.60 0.20 -0.52
H 0.813 -0.969 -1.595 -0.62 0.71 0.15
H 1.391 -2.298 -1.293 0.02 -0.86 0.47
O -0.531 0.615 -1.747 0.32 0.02 -0.58
H -0.124 0.848 -2.599 -0.12 0.00 0.44
H -1.388 0.254 -1.985 -0.34 -0.09 -0.01
```
Forces are in eV/Å.

Calculated values
- Energy: -11964.185 eV
- SMILES: C=CN.O.O.O.O
- Relative energy (zero: lowest compared OMol25 entry of this formula, charge and spin): 29.56 kcal/mol
- E_LUMO: 0.490 eV
- E_HOMO: -0.31245 hartree
- Orbital gap: 9.0 eV

---

Record 12
Density functional theory data (ωB97M-V/def2-TZVPD) for a cluster of 5 separate species, C2H13NO4 in total in a non-equilibrium geometry.

```
20
Properties=species:S:1:pos:R:3:forces:R:3
C -1.096 1.767 0.082 -1.67 -1.38 -1.23
C -2.283 1.881 0.708 -2.19 -0.65 -1.76
N -2.312 2.273 2.014 -3.00 1.48 -1.17
H -0.223 1.799 0.648 1.45 0.65 1.05
H -0.938 1.276 -0.880 -0.58 0.39 0.10
H -3.347 1.617 0.272 2.47 0.78 0.39
H -1.523 1.936 2.376 3.53 -1.07 2.98
H -3.141 2.323 2.582 0.11 -0.30 -0.31
O 3.678 -2.632 -4.309 -2.38 0.91 -0.42
H 2.977 -1.980 -4.627 1.23 -1.34 0.78
H 4.487 -2.216 -4.550 1.08 0.46 -0.29
O -0.373 -1.894 1.367 -0.28 2.10 -1.65
H -0.183 -0.914 1.094 -0.23 -2.84 1.52
H -0.005 -2.169 2.206 0.48 0.77 0.11
O 0.155 0.141 3.664 2.73 2.00 -2.11
H 0.516 0.444 4.474 0.32 0.28 1.17
H -0.563 -0.379 3.820 -3.13 -2.22 0.90
O 1.030 -0.543 -3.255 -0.80 1.44 -2.19
H 1.467 -0.513 -2.435 0.92 -0.11 1.75
H 1.021 0.404 -3.550 -0.07 -1.36 0.36
```
Forces are in eV/Å.

Calculated values
- Energy: -11963.096 eV
- SMILES: C=CN.O.O.O.O
- Relative energy (zero: lowest compared OMol25 entry of this formula, charge and spin): 54.65 kcal/mol
- E_LUMO: 0.456 eV
- E_HOMO: -0.30341 hartree
- Orbital gap: 8.7 eV